{"formula": "C14H29HgN9", "method": "the ωB97M-V functional and the def2-TZVPD basis", "spin_multiplicity": 2, "total_charge": 1, "orbital_gap_ha": [0.3329, 0.2053], "homo_ev": [-11.54, -11.54], "symbols": ["H", "C", "H", "H", "C", "C", "N", "H", "C", "H", "C", "H", "H", "H", "C", "Hg", "H", "H", "C", "N", "N", "C", "H", "H", "H", "H", "H", "H", "H", "C", "N", "H", "C", "C", "H", "H", "N", "N", "H", "H", "C", "H", "H", "C", "H", "N", "H", "H", "H", "N", "N", "H", "C"], "coordinates": [[3.744, -1.126, 2.628], [-0.414, -1.861, -2.598], [0.381, 0.594, -2.040], [-0.621, -2.891, -2.307], [-1.086, 3.352, 3.283], [-2.597, 1.455, 3.942], [5.658, -2.097, 0.043], [3.037, -0.582, -1.411], [-1.146, 1.946, 3.869], [-1.097, 2.570, 5.931], [5.255, -1.914, 1.295], [-2.872, -0.457, -0.795], [0.668, -1.714, -2.642], [-2.660, -2.169, -1.240], [-0.713, -0.208, -4.271], [0.571, -1.414, 0.736], [-0.463, 1.895, 1.251], [-0.049, 3.637, 3.090], [3.678, -0.968, -0.624], [5.289, -1.829, -2.212], [-0.614, 0.984, 1.662], [4.888, -1.620, -0.931], [-3.175, 0.714, -4.191], [4.866, -1.331, -2.972], [-1.508, 4.066, 3.989], [-1.121, 1.130, -1.252], [-2.885, -1.586, -4.795], [-2.658, -2.812, -3.531], [-3.078, 1.475, 2.960], [4.069, -1.273, 1.607], [-1.281, 0.731, -3.294], [0.504, 2.291, 5.224], [-0.701, 0.448, -1.993], [-0.524, 1.930, 5.259], [-1.656, 3.437, 2.354], [6.193, -2.244, -2.358], [-3.040, -0.874, -2.832], [-0.977, -0.946, -1.571], [-0.284, 0.109, 3.428], [-1.139, -0.004, -5.252], [-2.444, -1.782, -3.818], [-3.158, 1.188, -2.482], [-3.184, 2.087, 4.609], [-2.730, 0.506, -3.219], [5.902, -2.302, 2.073], [-0.314, 1.043, 3.044], [0.367, -0.055, -4.315], [-2.634, 0.433, 4.329], [-1.567, 0.675, 1.470], [-0.990, -1.600, -3.904], [3.283, -0.816, 0.629], [-0.524, 0.920, 5.678], [-2.447, -1.140, -1.533]]}

{"formula": "C14H29MnP2", "method": "the ωB97M-V functional and the def2-TZVPD basis", "de_lowest_kcal_mol": 16.6, "spin_multiplicity": 5, "orbital_gap_ha": [0.2567, 0.2119], "homo_ev": [-6.54, -5.33], "symbols": ["H", "C", "C", "C", "C", "H", "H", "C", "H", "H", "H", "H", "H", "H", "C", "H", "H", "H", "H", "H", "H", "H", "C", "C", "H", "H", "H", "H", "H", "H", "H", "C", "H", "C", "C", "C", "Mn", "P", "C", "H", "H", "H", "P", "H", "C", "H"], "coordinates": [[-0.580, -1.596, 3.763], [-1.778, 1.998, 0.926], [0.340, 0.095, -3.399], [2.687, -0.088, 1.677], [-0.589, -1.061, 1.708], [0.097, 3.509, 2.089], [-1.443, -1.111, -4.203], [2.514, -0.965, -0.713], [2.423, 0.721, 2.371], [3.579, -0.721, -0.834], [-1.300, 2.925, -2.561], [0.378, 1.998, 2.966], [-2.397, -2.092, 2.238], [0.074, 2.304, -0.088], [-1.858, 0.940, -3.366], [-2.294, -1.751, 0.499], [1.561, 2.606, 1.774], [2.022, -0.844, -1.717], [-0.859, 0.134, 3.564], [1.181, -0.457, -3.809], [0.774, -0.540, 3.365], [2.179, 1.036, -0.060], [-1.003, 1.922, -2.869], [0.494, 2.488, 1.987], [-2.914, 1.110, -3.592], [2.449, -2.017, -0.401], [-2.221, 1.487, 1.791], [-2.731, -0.457, 1.637], [2.508, -1.047, 2.186], [3.773, -0.014, 1.515], [-0.056, -2.005, 1.493], [1.975, 0.022, 0.326], [-2.275, 1.661, 0.006], [-2.089, -1.340, 1.497], [0.330, 1.467, -2.935], [-0.267, 1.803, 0.837], [-0.055, -1.200, -1.645], [-0.607, -3.414, -1.525], [-0.289, -0.717, 3.167], [-1.784, -3.796, -2.228], [-1.993, 3.073, 1.025], [1.204, 2.085, -2.828], [0.131, 0.055, 0.422], [-0.672, -3.970, -0.203], [-1.121, -0.263, -3.616], [0.503, -3.973, -2.238]]}

{"formula": "C14H29N2O2P", "method": "the ωB97M-V functional and the def2-TZVPD basis", "de_lowest_kcal_mol": 324.8, "orbital_gap_ha": 0.3125, "homo_ev": -7.83, "symbols": ["H", "C", "H", "H", "H", "C", "H", "C", "H", "P", "H", "H", "C", "C", "H", "C", "H", "H", "H", "H", "H", "H", "H", "H", "H", "C", "O", "H", "C", "H", "H", "C", "H", "C", "H", "C", "H", "H", "N", "H", "O", "C", "C", "C", "H", "N", "H", "H"], "coordinates": [[-0.785, -3.274, 1.629], [3.079, 0.275, 1.536], [-2.584, 2.839, 0.932], [-5.058, 1.064, -1.223], [1.477, 1.637, 0.578], [3.489, 1.948, -0.561], [-3.731, -1.099, 1.310], [2.485, -0.910, 0.951], [-3.491, -0.675, -1.849], [-0.010, -2.365, -0.132], [1.640, -2.461, -1.702], [-2.890, -2.365, -0.040], [3.263, 0.764, -1.533], [-2.112, 0.669, 1.478], [2.117, 0.877, -1.962], [-2.190, 2.048, 0.274], [-1.136, 1.060, 1.989], [-1.171, -0.322, -1.566], [-1.303, 2.421, 0.182], [2.823, 0.484, 2.616], [4.231, 0.534, 1.531], [-4.746, 1.063, 0.520], [-2.942, 0.794, 2.161], [-2.430, 1.549, -1.714], [3.878, 0.841, -2.398], [2.674, 1.659, 0.771], [-0.859, -3.421, -0.735], [4.505, 1.802, -0.364], [1.616, -2.438, -0.659], [3.067, -1.710, 1.499], [-4.998, -1.128, -0.698], [-4.053, -0.332, -0.747], [2.816, 2.432, 1.537], [-3.257, -1.059, 0.254], [3.118, 2.900, -0.678], [-4.273, 0.904, -0.573], [1.479, -0.993, 1.867], [0.033, 0.078, -0.069], [-1.963, -0.588, 0.740], [3.309, -1.234, -2.077], [0.041, -2.551, 1.431], [3.298, -0.681, -1.015], [-3.152, 1.875, -0.904], [-0.830, -0.820, -0.435], [2.251, -3.296, -0.221], [2.269, -0.846, -0.338], [4.480, -0.839, -0.599], [-3.473, 2.889, -0.995]]}

{"formula": "C14H29N3O4", "method": "the ωB97M-V functional and the def2-TZVPD basis", "smiles": "CN(C)C=O.CN(C)C=O.CC(C)=O.CC(C)=O.CC#N", "de_lowest_kcal_mol": 3.8, "orbital_gap_ha": 0.3511, "homo_ev": -9.53, "symbols": ["O", "C", "H", "H", "C", "N", "C", "H", "H", "H", "H", "H", "H", "H", "C", "O", "H", "H", "C", "H", "H", "H", "H", "C", "N", "O", "H", "C", "H", "H", "H", "H", "H", "N", "C", "H", "H", "H", "O", "H", "C", "C", "C", "C", "H", "H", "C", "H", "H", "C"], "coordinates": [[-3.700, -4.465, -0.142], [-0.933, 0.567, -0.739], [-4.219, -2.210, -1.360], [-0.333, 2.998, 2.337], [5.836, 1.053, -2.383], [3.132, -3.134, 2.439], [0.506, 1.031, -0.718], [3.817, 0.224, -0.075], [-1.880, -5.821, -1.262], [0.312, -2.048, 1.564], [3.176, -0.403, -1.607], [-1.247, 1.499, 2.111], [4.272, 3.172, -1.870], [-4.072, 3.549, 3.174], [2.045, -3.105, 2.067], [-1.351, -0.217, 0.077], [1.049, 0.630, 0.131], [0.466, 2.125, -0.707], [-3.175, 3.270, 2.622], [-2.866, 4.155, 2.049], [-2.028, 2.175, -1.820], [-3.211, -2.673, -2.729], [-1.368, 0.940, -2.807], [-1.820, 1.104, -1.821], [4.610, 1.109, -1.805], [-1.175, 2.985, 5.544], [-2.611, -5.275, -2.766], [-3.273, -2.675, -1.636], [-1.234, -4.381, -2.158], [-2.519, -1.956, -1.299], [3.405, 2.308, -3.128], [2.859, 2.253, -1.467], [-3.475, 2.508, 1.896], [-2.134, 2.785, 3.478], [-2.128, 3.082, 4.807], [-2.757, 0.549, -1.794], [0.996, 0.730, -1.647], [-3.132, 3.408, 5.141], [6.636, 0.153, -2.250], [0.637, -3.461, 0.571], [-0.955, 2.259, 2.846], [-3.079, -4.059, -1.086], [0.672, -3.074, 1.590], [3.749, 2.237, -2.090], [-0.390, 1.672, 3.567], [4.833, -0.809, -1.068], [-2.119, -4.937, -1.849], [0.042, -3.720, 2.197], [6.061, 1.926, -3.018], [4.074, -0.033, -1.107]]}

{"formula": "C14H29P2Sn", "method": "the ωB97M-V functional and the def2-TZVPD basis", "total_charge": -1, "orbital_gap_ha": 0.1438, "homo_ev": -1.15, "symbols": ["C", "H", "H", "H", "C", "C", "C", "Sn", "C", "H", "C", "H", "H", "H", "H", "H", "H", "H", "H", "C", "H", "H", "H", "H", "H", "C", "H", "H", "H", "H", "H", "C", "H", "C", "H", "C", "H", "H", "C", "C", "P", "P", "H", "H", "C", "H"], "coordinates": [[0.078, 4.776, 1.830], [-0.486, 5.226, 1.008], [-2.202, 4.370, 0.235], [2.167, 3.124, 2.581], [1.662, 3.124, -0.817], [1.158, 2.778, 2.844], [-1.870, 4.130, -0.783], [0.679, -0.130, 0.284], [2.991, 2.625, -0.231], [-2.362, 0.975, 2.388], [-1.083, 2.270, -2.337], [-1.007, -3.424, -0.593], [1.179, 1.695, 3.009], [1.045, -3.611, -1.768], [2.045, -1.803, -2.991], [-2.744, 4.201, -1.444], [-2.084, -1.158, 2.836], [-0.876, 2.871, 2.152], [3.811, 3.018, -0.847], [-1.303, 2.708, -0.883], [1.678, 0.614, -2.376], [-0.413, 5.081, 2.766], [-0.263, 2.824, -2.815], [0.685, 5.061, -1.273], [-0.863, 1.198, -2.413], [1.381, -1.518, -2.153], [-1.156, 4.894, -1.117], [1.089, 5.206, 1.849], [2.052, 5.166, -0.118], [-2.036, -1.128, -0.037], [-2.031, 2.013, -0.428], [1.235, -0.206, -1.801], [0.900, 3.251, 3.804], [1.667, 4.647, -1.007], [-1.992, 2.481, -2.918], [-0.495, -2.469, -0.800], [1.539, 2.661, -1.810], [3.060, 1.526, -0.248], [0.716, -2.598, -1.521], [-1.009, -1.268, -0.386], [0.230, 2.455, 0.144], [-1.307, 0.010, 2.550], [3.146, 2.971, 0.801], [-0.868, 0.338, 3.870], [0.109, 3.242, 1.817], [2.351, 4.878, -1.838]]}

{"formula": "C14H30BBrN8O20", "method": "the ωB97M-V functional and the def2-TZVPD basis", "smiles": "CCC[C@]1(B(O)O)OC(=O)O[C@]1(Br)OC#N.C[N+](=O)[O-].C[N+](=O)[O-].C[N+](=O)[O-].C[N+](=O)[O-].C[N+](=O)[O-].C[N+](=O)[O-].C[N+](=O)[O-]", "orbital_gap_ha": 0.3635, "homo_ev": -10.86, "symbols": ["C", "O", "H", "H", "O", "H", "H", "N", "C", "C", "C", "C", "Br", "H", "O", "H", "C", "H", "H", "H", "H", "H", "H", "H", "H", "N", "O", "O", "H", "H", "N", "N", "H", "O", "O", "O", "O", "H", "C", "C", "H", "N", "O", "O", "C", "O", "N", "H", "B", "O", "H", "H", "H", "O", "H", "H", "O", "O", "N", "O", "H", "C", "O", "H", "C", "H", "O", "C", "H", "O", "N", "C", "C", "H"], "coordinates": [[-2.112, -0.453, -1.368], [8.478, -0.087, -0.400], [-0.368, -3.841, -4.781], [-4.856, -2.168, 5.204], [-6.343, 5.842, 3.178], [-3.684, -2.995, 4.123], [7.153, -1.515, -1.438], [8.116, 1.046, -0.061], [7.741, 1.985, -1.152], [-4.559, -3.122, 4.763], [6.873, 6.580, -0.903], [2.430, -1.487, -4.153], [-2.984, 0.700, -3.878], [-4.989, 1.033, 1.650], [-3.822, -5.194, 5.515], [6.715, 7.522, -0.374], [6.414, -2.319, -1.468], [-5.794, -0.567, 1.438], [5.661, -2.179, -0.689], [-4.148, -0.473, 2.151], [-3.176, -1.547, 7.776], [-3.578, 0.124, 7.230], [-2.409, -4.340, -3.159], [-3.392, -3.504, -5.839], [1.324, -1.990, -6.204], [-6.795, 4.875, 2.556], [-1.282, -1.008, -5.901], [4.841, -3.134, -2.972], [-7.324, 2.989, 3.299], [3.397, -2.114, -3.848], [7.859, 5.762, -0.145], [-5.727, 0.156, 3.403], [6.909, 1.539, -1.700], [-0.907, -0.726, -2.212], [8.314, 6.247, 0.897], [-0.239, 0.462, -4.345], [-6.834, 0.705, 3.462], [7.444, 2.939, -0.711], [0.026, -2.792, -4.369], [-1.263, -0.366, -3.625], [6.899, -3.293, -1.381], [5.715, -2.281, -2.781], [-4.263, -3.641, 7.015], [8.147, 4.657, -0.618], [-1.186, -1.713, -4.609], [-0.295, 1.183, -6.760], [-3.187, -0.656, -0.634], [1.938, -1.128, -3.154], [-2.524, -2.647, -4.221], [-0.599, 0.024, 7.711], [5.945, 6.008, -0.959], [2.027, -3.450, -5.241], [7.289, 6.760, -1.896], [-2.511, -3.358, -2.895], [-7.902, 4.377, 4.283], [8.616, 2.112, -1.793], [8.037, 1.466, 1.099], [-3.685, -2.849, -5.112], [-1.560, -0.416, 7.071], [-1.537, -0.796, 5.894], [-8.694, 4.006, 2.714], [-2.868, -0.500, 7.777], [6.059, -1.402, -3.580], [-5.391, -3.568, 4.215], [-7.755, 3.992, 3.272], [0.134, -2.934, -3.191], [-6.522, 4.571, 1.388], [1.445, -2.417, -5.101], [-2.741, -0.135, 8.798], [-5.088, -0.293, 4.361], [-4.184, -4.061, 5.854], [-5.114, 0.026, 2.053], [-0.590, 0.302, -5.786], [2.832, -0.536, -4.742]]}

{"formula": "C14H30BBrNO7S", "method": "the ωB97M-V functional and the def2-TZVPD basis", "total_charge": 1, "orbital_gap_ha": 0.3443, "homo_ev": -12.46, "symbols": ["H", "H", "C", "H", "S", "O", "O", "H", "O", "H", "H", "H", "H", "C", "H", "C", "H", "H", "H", "H", "H", "H", "C", "C", "O", "H", "C", "H", "H", "O", "N", "O", "C", "B", "H", "H", "O", "C", "H", "H", "H", "H", "C", "C", "Br", "H", "H", "C", "H", "C", "H", "H", "C", "C", "H"], "coordinates": [[3.326, -0.945, -0.341], [3.915, -0.873, 1.366], [-5.838, 0.897, -1.746], [2.562, -5.138, 1.989], [-5.200, 2.242, -2.734], [2.818, 2.227, -0.288], [3.644, -3.307, 1.958], [-0.663, -2.197, 0.258], [-6.302, 2.967, -3.313], [0.721, -4.112, 3.582], [3.134, -4.493, 3.535], [-4.948, 4.184, -1.375], [1.419, -2.461, 3.163], [-0.512, -0.477, -1.074], [5.281, 0.703, -2.098], [1.263, 0.219, 0.569], [-5.831, 2.766, 0.295], [-5.750, -0.038, -2.296], [-5.451, 0.347, 0.322], [0.749, -3.543, 1.905], [-3.439, 3.245, -1.513], [-0.546, -1.137, -1.961], [-4.875, 2.412, -0.097], [4.165, 1.801, -0.613], [2.455, 1.994, 2.096], [0.940, 0.947, -1.347], [-1.112, -1.182, 0.179], [0.303, 0.684, 2.425], [3.367, 1.756, 2.305], [-0.992, -0.461, 1.404], [0.889, 0.038, -0.868], [1.801, -0.926, 1.173], [-0.038, 0.560, 1.380], [2.233, 1.520, 0.779], [-2.190, -1.325, -0.030], [-1.150, 0.405, -1.290], [-4.107, 1.740, -3.536], [1.318, -3.517, 2.865], [4.028, 1.797, -2.816], [1.520, -0.576, -1.390], [2.276, -3.299, 0.354], [-4.125, 2.569, 0.679], [3.220, -2.829, 0.704], [4.250, 1.090, -1.992], [-0.764, 2.337, 0.860], [4.779, 2.723, -0.675], [-4.002, 0.520, -0.676], [3.116, -1.259, 0.703], [3.516, 0.259, -2.107], [2.703, -4.194, 2.558], [-6.886, 1.110, -1.533], [4.549, 1.187, 0.228], [-4.997, 0.933, -0.476], [-4.518, 3.184, -1.371], [3.975, -3.073, -0.082]]}

{"formula": "C14H30BaF12NO10PS2", "method": "the ωB97M-V functional and the def2-TZVPD basis", "de_lowest_kcal_mol": 12.1, "orbital_gap_ha": 0.3739, "homo_ev": -10.23, "symbols": ["O", "F", "H", "H", "C", "C", "O", "F", "H", "H", "H", "H", "O", "O", "H", "H", "C", "C", "C", "H", "C", "N", "H", "F", "F", "C", "H", "F", "Ba", "S", "C", "H", "H", "O", "H", "H", "S", "H", "C", "H", "C", "O", "C", "H", "F", "H", "H", "F", "F", "C", "F", "C", "H", "O", "F", "H", "F", "H", "O", "O", "O", "H", "H", "C", "H", "F", "H", "H", "P", "H", "H"], "coordinates": [[-20.813, -32.633, 18.979], [-23.577, -32.806, 16.262], [-23.028, -37.459, 21.591], [-16.347, -33.542, 16.629], [-17.346, -34.398, 20.291], [-16.831, -33.931, 18.958], [-18.616, -33.805, 20.567], [-19.483, -37.655, 23.855], [-17.905, -32.688, 16.642], [-17.555, -35.470, 20.127], [-16.684, -32.836, 18.973], [-20.909, -39.578, 19.710], [-19.817, -37.574, 18.143], [-24.583, -35.274, 15.928], [-18.955, -34.099, 22.619], [-17.790, -34.305, 15.921], [-17.428, -33.670, 16.725], [-19.837, -31.602, 18.865], [-18.774, -33.310, 21.893], [-18.144, -38.612, 17.496], [-22.433, -33.098, 15.638], [-22.595, -35.189, 17.568], [-17.929, -32.685, 22.189], [-24.340, -36.317, 19.560], [-18.262, -36.203, 22.570], [-22.148, -32.166, 19.133], [-21.620, -38.070, 17.255], [-22.619, -33.100, 14.337], [-20.603, -35.390, 19.413], [-21.724, -34.754, 16.167], [-22.625, -32.379, 20.553], [-18.863, -32.068, 18.837], [-23.712, -32.243, 20.587], [-20.386, -34.452, 16.615], [-22.138, -31.644, 21.202], [-23.794, -38.656, 20.584], [-23.888, -35.971, 16.969], [-19.658, -32.662, 21.880], [-24.970, -35.913, 18.459], [-19.032, -37.723, 16.220], [-20.817, -38.531, 17.850], [-23.671, -37.369, 16.706], [-22.534, -33.855, 22.359], [-22.195, -32.987, 22.924], [-20.255, -38.661, 22.013], [-20.475, -39.391, 17.278], [-15.819, -34.336, 18.808], [-26.032, -36.674, 18.244], [-17.982, -38.484, 22.308], [-22.815, -38.305, 20.930], [-21.543, -32.151, 15.971], [-18.710, -37.703, 17.262], [-22.243, -31.146, 18.748], [-17.752, -34.291, 17.955], [-18.994, -37.294, 20.670], [-22.284, -39.028, 21.535], [-25.385, -34.643, 18.657], [-23.594, -34.045, 22.547], [-22.059, -37.843, 19.826], [-22.316, -33.718, 20.951], [-21.850, -35.567, 15.015], [-19.906, -30.892, 19.696], [-22.440, -39.577, 18.822], [-21.579, -38.958, 19.098], [-21.977, -34.730, 22.694], [-20.495, -36.408, 22.162], [-16.613, -34.393, 21.095], [-20.021, -31.047, 17.938], [-19.212, -37.459, 22.291], [-22.747, -32.753, 18.434], [-18.026, -36.875, 17.449]]}

Number 1: F_max 1.09 eV Å⁻¹. Number 2: F_max 2.62 eV Å⁻¹. Number 3: F_max 17.26 eV Å⁻¹. Number 4: F_max 1.17 eV Å⁻¹. Number 5: F_max 1.58 eV Å⁻¹. Number 6: F_max 12.12 eV Å⁻¹. Number 7: F_max 2.48 eV Å⁻¹. Number 8: F_max 3.27 eV Å⁻¹.